# C19H32As4Cl3MnNO6S

A molecular structure, C19H32As4Cl3MnNO6S in a non-equilibrium geometry (ωB97M-V with the def2-TZVPD basis set, the Open Molecules 2025 dataset).

The LUMO energy (alpha / beta) comes out at 0.017 / -0.123 eV. The gap between HOMO and LUMO (alpha / beta) comes out at 8.228 / 8.460 eV. As for the HOMO energy (alpha / beta): -8.211 / -8.582 eV. As for the spin multiplicity: 6. The energy above the lowest of the compared OMol25 structures with the same formula, charge and spin is 176.85 kJ/mol. Its expectation value of S² is 8.755.

Structure (XYZ):
```
67
C19H32As4Cl3MnNO6S (ωB97M-V with the def2-TZVPD basis set)
Mn 0.442 -1.642 -0.005
C 1.698 2.644 1.947
As 1.256 1.263 0.525
C 2.973 1.568 -0.384
C 0.315 2.362 -0.876
C -1.152 2.751 -0.682
C -1.541 3.813 -1.718
C -2.081 1.554 -0.904
As -1.688 -0.224 -0.063
C -2.289 0.167 1.772
C -3.381 -1.000 -0.717
C -1.306 3.329 0.720
As -3.059 4.112 1.223
C -2.556 4.319 3.118
C -2.700 6.004 0.750
H 1.884 3.631 1.519
H 2.615 2.281 2.413
H 0.930 2.717 2.715
H 3.254 2.626 -0.354
H 2.850 1.254 -1.422
H 3.757 0.972 0.084
H 0.409 1.740 -1.773
H 0.909 3.272 -1.021
H -1.329 3.466 -2.725
H -0.991 4.735 -1.546
H -2.609 4.024 -1.641
H -2.116 1.328 -1.978
H -3.100 1.834 -0.589
H -2.995 1.006 1.789
H -1.411 0.392 2.384
H -2.768 -0.726 2.176
H -4.200 -0.277 -0.660
H -3.639 -1.877 -0.125
H -3.252 -1.306 -1.757
H -0.549 4.106 0.857
H -1.088 2.525 1.431
H -2.528 3.351 3.612
H -3.279 4.946 3.638
H -1.574 4.781 3.198
H -2.895 6.199 -0.303
H -1.668 6.268 0.975
H -3.358 6.649 1.334
O 4.369 -1.120 -1.653
As 2.863 -1.811 -0.984
O 1.649 -1.063 -1.832
O 2.690 -1.293 0.562
C 3.345 -3.663 -1.254
C 4.661 -3.968 -1.568
C 5.046 -5.294 -1.681
C 4.126 -6.312 -1.481
C 2.813 -6.004 -1.162
C 2.435 -4.679 -1.060
S 0.842 -4.218 -0.422
O 0.167 -3.305 -1.360
O 0.090 -5.424 -0.196
O 1.169 -3.495 0.808
H 4.165 -0.247 -1.996
H 5.370 -3.163 -1.705
H 6.074 -5.531 -1.912
H 4.439 -7.343 -1.552
H 2.075 -6.768 -0.966
Cl -2.072 -6.186 1.427
C -2.601 -4.696 0.643
Cl -4.291 -4.329 1.138
Cl -2.565 -4.836 -1.142
C -1.812 -3.582 1.073
N -1.239 -2.608 1.334
```

Mulliken atomic charge list, values in e, 2 entries: number 1, Mn, carries 0.288; number 2, C, carries -1.356